(1)
78
Properties=species:S:1:pos:R:3:forces:R:3 method="wB97M-V/def2-TZVPD" total_charge=+2 e_tot_ha=-5007.0838
C -5.184042 1.922328 0.081673 0.0834 0.1120 -0.8390
C -4.449249 1.909681 -1.137867 -0.2209 1.3591 -0.0325
C -4.015053 3.143402 -1.691374 -0.5754 0.0185 0.3991
C -4.335094 4.328497 -1.012099 0.1332 -0.6111 -0.0485
N -5.018786 4.297629 0.132081 -0.0017 0.7191 0.2758
C -5.447507 3.156680 0.676188 0.2639 -0.1162 -0.4089
C -4.109454 0.722279 -1.848985 0.7862 -3.5139 -1.1750
C -3.754002 -0.358593 -2.367454 -1.3272 3.4294 1.9898
C -2.837325 -1.444348 -2.311284 0.3597 0.5517 0.4384
C -2.273208 -1.683944 -1.038672 -0.4842 -0.2219 -0.5345
C -1.220559 -2.623869 -0.933167 -0.3852 0.4106 0.3128
C -0.519763 -2.781687 -2.133258 0.0534 -1.5387 -1.3088
C -1.080408 -2.688444 -3.396752 -0.4638 0.0111 -0.4883
C -2.383493 -2.128087 -3.447508 0.4636 -0.4931 -0.0695
Cd 0.878616 -1.544832 -0.771518 1.4173 3.4422 1.5138
P 0.067429 1.123411 0.959008 0.0892 0.3850 0.5859
H -3.532553 3.197484 -2.666740 0.0205 -0.2087 0.3046
H -5.650722 1.027083 0.477918 0.3098 -0.0589 -0.0206
H -4.015700 5.314632 -1.426515 -0.4368 -0.8567 0.5282
H -6.040972 3.223778 1.609681 0.4576 0.0136 -0.7120
H -3.047827 -2.194892 -4.335832 0.9854 0.3421 0.4652
H -2.707255 -1.158884 -0.152394 0.3020 -0.9772 -0.7433
H -0.608004 -3.045400 -4.330358 -0.1042 0.2811 0.8206
H -1.220636 -3.205382 -0.003853 0.9458 0.4410 -0.4938
C 1.455827 1.665853 2.110294 -0.2893 -0.9208 -0.7264
C 1.523800 3.095341 2.599708 0.2183 0.3515 0.3382
H 2.362226 1.409626 1.539026 -0.0608 0.0880 0.2812
H 1.417286 0.967183 2.958741 0.0717 0.0844 -0.1478
H 2.440502 3.207866 3.184213 -0.0301 0.0722 -0.0489
H 1.568725 3.822894 1.787884 0.0178 -0.1023 0.0159
H 0.698834 3.363404 3.263808 0.1018 -0.0608 -0.2060
C -0.331855 2.635313 -0.019823 -0.0588 0.1206 -0.4832
C -1.057254 3.817754 0.654780 -0.1098 0.2017 0.0513
H -0.973415 2.265246 -0.844109 0.3014 0.1980 0.1721
H 0.607689 2.994655 -0.481004 -0.3942 -0.2425 0.1604
H -1.184098 4.624538 -0.092851 0.0190 -0.3907 0.3704
H -2.066974 3.528332 1.001231 0.4765 0.1631 -0.1634
H -0.493352 4.242641 1.505175 -0.3960 -0.2691 -0.5035
C -1.395741 0.965388 2.077974 -0.0120 -0.3627 0.0092
C -1.484248 1.846005 3.327539 -0.2583 0.1437 0.2536
H -1.387971 -0.095830 2.388033 -0.1841 0.2897 -0.0504
H -2.292684 1.112415 1.454145 0.1943 -0.1203 0.0761
H -2.397964 1.576202 3.881106 0.3364 0.0957 -0.1106
H -0.629444 1.693890 4.002288 -0.2800 0.0347 -0.2107
H -1.558704 2.918073 3.090915 0.0851 -0.4754 0.0809
Br 1.976895 -3.256956 -2.300584 -2.1575 -0.8157 -0.1996
P 2.571625 0.432476 -2.068547 -0.4785 -0.7311 -0.1166
C 2.970361 2.183635 -1.657545 -0.1118 0.3750 0.5549
C 4.363677 2.660636 -2.082348 0.2776 0.0789 -0.1910
H 2.884147 2.254392 -0.557359 0.0467 0.0482 -0.3814
H 2.208497 2.871056 -2.062788 0.0888 -0.4976 0.0434
H 4.519675 3.710141 -1.782424 -0.1260 -0.4287 -0.0423
H 5.143273 2.054863 -1.601103 -0.1518 0.3369 -0.2076
H 4.503745 2.616423 -3.174053 -0.0511 -0.0580 0.3976
C 4.182436 -0.466292 -2.147553 0.3175 -0.4305 -0.1133
C 4.717266 -0.805411 -3.548317 0.2238 0.0004 -0.1813
H 4.003693 -1.419218 -1.620459 0.1680 0.3671 -0.0733
H 4.962578 0.063302 -1.578058 -0.4828 -0.1165 -0.0725
H 5.596199 -1.467973 -3.460037 -0.4082 0.2479 -0.0081
H 3.950504 -1.337179 -4.131672 0.3292 0.1873 0.0462
H 5.049442 0.085122 -4.109291 -0.2429 -0.3636 0.2672
C 1.783516 0.454929 -3.746860 -0.1631 0.1382 -0.0234
C 2.332994 1.457690 -4.769200 0.1320 0.0408 -0.3275
H 0.724617 0.703533 -3.552896 0.2790 -0.0910 0.0160
H 1.774502 -0.574020 -4.149925 0.1391 0.3524 0.2231
H 1.785234 1.358489 -5.718862 0.1518 0.0158 0.3100
H 2.204775 2.498666 -4.438601 0.0681 -0.3412 -0.0167
H 3.396131 1.292241 -4.993466 -0.3547 0.0494 0.1083
C -0.231588 -3.667686 2.206115 0.1578 0.0906 -0.1298
S 1.319127 -2.881745 1.657132 0.1962 -1.4570 0.4089
C 1.777843 -2.312863 3.313460 0.1105 0.5080 -0.2882
O 2.270920 -3.954238 1.239343 -0.7343 0.9746 0.1829
H -0.871966 -2.899939 2.654230 0.0882 -0.1799 -0.0160
H 0.044480 -4.444128 2.927985 -0.0595 0.2019 -0.0864
H -0.743799 -4.140488 1.364547 0.2626 -0.0988 0.2610
H 2.067072 -3.196716 3.893661 -0.1777 0.1532 -0.1795
H 2.619548 -1.635495 3.208703 0.2357 -0.0841 -0.0225
H 0.959821 -1.743203 3.765706 0.0070 -0.2916 -0.0606

(2)
78
Properties=species:S:1:pos:R:3:forces:R:3 method="wB97M-V/def2-TZVPD" total_charge=+2 e_tot_ha=-6103.0325 multiplicity=5 s2=6.061
C -0.706925 6.230252 -3.370303 -0.1922 -0.5848 -0.2798
C -0.875611 4.931831 -3.933356 -0.1377 1.0991 -1.6254
C -1.238608 4.837133 -5.286280 -0.1328 0.4060 0.1479
C -1.470897 6.012474 -6.010272 0.2899 -0.2985 0.6740
N -1.330659 7.218794 -5.459607 -0.0929 0.1662 -0.2905
C -0.957441 7.343951 -4.184586 0.1236 -1.0194 0.1371
C -0.796143 3.739387 -3.173677 -0.2612 -1.6604 3.5836
C -0.861720 3.058145 -2.123925 0.4818 2.9380 -1.2505
C -1.042359 2.527926 -0.795469 -0.6949 -0.3034 -0.1270
C -0.043881 2.442877 0.181963 0.3968 -0.4752 0.2038
C -0.194464 1.584624 1.261306 -0.3567 -0.2040 -0.2844
C -1.323072 0.713833 1.304335 -0.3744 1.0467 -1.1154
C -2.452220 0.972406 0.506718 0.9838 0.1651 0.0064
C -2.326242 1.904249 -0.568341 0.0136 0.6419 1.3009
Fe -1.475841 1.158651 -2.363723 -0.4787 -1.3307 -1.1275
P 1.674112 -1.259972 1.148873 2.3162 -0.6142 0.2047
H -1.387335 3.862072 -5.740240 0.0608 0.1669 -0.0120
H -0.428532 6.357332 -2.327959 -0.0221 -0.0516 -0.1757
H -1.777814 5.940747 -7.054941 0.0816 0.2638 0.2726
H -0.852007 8.351888 -3.774471 -0.0643 -0.3048 -0.2458
H -3.204501 2.444383 -0.960996 0.2416 -0.7584 -0.1883
H 0.873910 3.009987 0.031759 -0.1978 -0.0638 0.2058
H -3.399605 0.455725 0.664546 0.3188 0.0762 0.0191
H 0.546004 1.568239 2.062197 -0.1122 -0.2757 -0.1460
C 1.900914 -2.808402 2.134858 -0.9954 0.1707 0.3544
C 2.911014 -3.833739 1.631463 0.3075 -0.1965 -0.2981
H 0.899734 -3.268595 2.185696 0.3078 0.0360 0.0881
H 2.141838 -2.483867 3.162534 -0.1433 0.0534 -0.3890
H 2.973533 -4.655287 2.355756 -0.0628 0.2215 -0.1185
H 2.605209 -4.276121 0.676078 0.0606 0.0725 0.2153
H 3.919512 -3.420213 1.517289 -0.2759 -0.1097 -0.0009
C 2.021738 -1.650195 -0.611652 -0.9868 0.1125 -0.2652
C 2.812037 -0.632127 -1.428302 0.3126 0.3571 -0.1585
H 1.016497 -1.769105 -1.051107 0.4977 -0.2084 0.0404
H 2.510749 -2.630654 -0.613761 -0.1912 0.1081 -0.0465
H 2.677392 -0.806419 -2.503694 -0.0307 -0.1514 0.2858
H 2.499570 0.406511 -1.253863 0.0651 -0.2331 0.0806
H 3.888913 -0.711804 -1.235847 -0.3014 0.1527 0.0138
C 3.026052 -0.146120 1.690369 -0.7587 0.8944 0.2077
C 4.420473 -0.759721 1.711018 0.3302 -0.3553 -0.1331
H 2.736158 0.228235 2.685449 0.0331 -0.0749 -0.2307
H 2.997693 0.719251 1.008680 -0.0038 -0.2159 0.2090
H 5.155756 0.028289 1.915392 -0.2255 -0.1203 -0.0145
H 4.527068 -1.520523 2.489951 -0.0420 0.1555 -0.1137
H 4.690680 -1.210335 0.748969 -0.0106 0.0518 0.2225
Br -1.207904 -0.883720 2.273387 -0.0497 0.1166 0.6123
P -2.634636 -3.256549 -1.428837 -0.2490 -0.6640 0.0369
C -0.839667 -3.578999 -1.232306 0.0213 0.2141 -0.0655
C -0.514297 -5.038951 -1.527863 0.3370 -0.1718 0.0047
H -0.563717 -3.297414 -0.203709 0.2158 0.0169 -0.2668
H -0.322787 -2.912446 -1.937544 -0.0180 -0.2718 0.0712
H 0.550416 -5.143584 -1.760261 -0.1126 -0.1490 0.0651
H -0.736480 -5.685596 -0.670614 -0.0364 0.1102 -0.2016
H -1.088018 -5.400815 -2.389155 0.1629 0.0555 0.1889
C -3.130890 -3.136072 0.335368 0.1085 0.1932 0.0048
C -4.514670 -3.721794 0.583963 -0.0091 0.0839 0.2955
H -3.064633 -2.074243 0.614010 -0.1209 -0.3909 0.1938
H -2.371313 -3.684454 0.911048 -0.1927 0.1471 -0.0239
H -4.694693 -3.794589 1.660198 -0.1224 0.0034 -0.1304
H -5.289858 -3.087938 0.149951 -0.0416 -0.1149 -0.0148
H -4.600687 -4.723787 0.155264 -0.0171 0.1391 0.0336
C -2.649755 -1.513890 -2.045841 -0.4611 0.1565 -0.0267
C -3.109877 -1.586866 -3.510432 0.1570 0.4715 -0.2832
H -1.618864 -1.107486 -1.915494 -0.0661 0.2031 -0.0212
H -3.360792 -0.934348 -1.434055 0.2529 -0.1411 -0.1815
H -3.534151 -0.623063 -3.833201 0.1387 -0.2062 -0.1796
H -2.259083 -1.848593 -4.160734 -0.4127 0.0322 0.0911
H -3.891685 -2.357031 -3.641369 0.3926 0.4299 0.0995
C 2.764042 1.033076 6.276268 -0.2031 0.1499 -0.2344
S 1.095123 1.236878 5.599988 0.1003 -0.0913 0.6596
C 1.008943 3.034332 5.613479 0.0119 -0.0700 -0.0231
O 1.151980 0.802453 4.167578 0.1542 0.0171 -0.5982
H 2.737446 1.365807 7.317639 0.0943 -0.0613 -0.1346
H 3.475004 1.623288 5.685311 -0.1227 -0.1446 0.1597
H 3.006023 -0.035656 6.230418 -0.0992 0.3010 0.0207
H 1.706624 3.444388 4.873472 -0.1211 -0.0930 0.1926
H -0.026406 3.300442 5.370843 0.2903 -0.0095 0.0249
H 1.248599 3.381191 6.624435 -0.0594 -0.0078 -0.2057